C27H27F16NO2S | the ωB97M-V functional and the def2-TZVPD basis

```
74
Properties=species:S:1:pos:R:3:forces:R:3:mulliken_charge:R:1
O -2.4804 0.6744 -1.6755 1.21 1.23 0.90 -0.375
H 5.4067 -1.5479 5.6388 1.34 -1.27 -1.26 0.242
C -1.1004 -3.3364 2.8870 1.56 3.08 2.09 -0.462
H 6.1030 -1.8117 1.3075 0.67 0.43 2.48 0.279
C 3.0056 3.9244 2.7396 -0.26 -3.37 0.00 -0.349
F -1.6264 1.5376 0.2414 -0.41 0.80 -0.38 -0.268
F -1.1178 3.9915 -1.0030 -0.36 -0.39 0.12 -0.280
C -6.0663 -0.3284 -5.9694 0.70 -0.43 -0.66 0.875
F -4.8882 -1.0057 -6.0202 -0.32 0.28 0.26 -0.258
F -5.3951 1.1391 -4.2051 -0.32 -0.43 0.07 -0.175
H 1.7171 3.9362 4.8417 0.86 -1.58 -1.91 0.294
C -1.9115 -2.7425 4.2220 4.02 1.91 -1.45 -0.392
H 4.2950 3.4754 0.6501 -1.67 -1.11 2.16 0.292
H 0.8868 -3.0874 1.4860 -1.17 0.96 2.11 0.302
H 3.9540 -2.9895 2.1192 0.51 0.81 2.36 0.270
H -1.5291 -4.2521 2.2531 1.06 2.30 1.66 0.288
H 7.6190 -1.7661 2.4745 -2.17 0.70 -0.15 0.371
F -3.1437 0.9103 -5.2072 0.01 0.38 -0.55 -0.214
F -3.4172 2.3949 -0.6271 0.60 0.22 -0.39 -0.300
F -0.2132 -0.2697 -2.7512 0.12 -0.05 0.39 -0.260
C -2.2034 1.8650 -0.9395 -1.05 -1.87 0.48 0.739
C 2.4793 0.6357 2.7888 0.65 5.21 -0.87 -0.109
N 2.3454 -0.8690 2.7089 -1.19 1.29 3.17 0.482
F -0.3754 -2.1821 -1.7275 0.12 0.18 0.49 -0.332
F -4.1001 3.3010 -7.6661 0.41 -0.43 0.50 -0.302
H -2.0812 -0.6049 -0.0542 0.33 0.15 -0.20 0.390
C 3.6383 3.0117 1.5224 -2.58 -2.35 3.74 -0.518
C -6.1003 0.7113 -7.0992 -0.40 0.01 -1.06 -0.685
F -6.2801 -0.7608 -3.6460 -0.05 -0.10 -0.35 -0.282
C 6.1920 -2.1970 5.0621 0.90 0.30 0.34 -0.996
F -7.0373 -1.2557 -6.2445 -0.09 0.48 0.32 -0.335
C 6.4632 -1.5811 2.4173 -0.32 -0.25 0.52 -1.090
C 4.1625 -2.7329 3.2600 0.01 -0.67 0.29 -0.693
H -1.9196 3.1911 -2.6458 -0.17 -0.15 0.11 0.038
O -4.8312 1.2070 -7.5333 0.46 0.88 1.69 -0.406
H -6.5047 0.1985 -7.9806 0.27 -0.08 0.24 0.410
H 3.2320 5.0933 2.7108 -0.71 -2.87 0.23 0.266
C -1.3858 2.8826 -1.7435 0.62 0.52 -0.53 0.424
F -2.5348 2.9972 -5.3348 -0.38 0.07 -0.32 -0.263
H -2.2186 1.6728 -6.7937 -0.18 0.09 -0.14 0.247
C -4.3074 2.2951 -6.7733 -1.73 -0.21 -1.29 0.767
H -1.8102 -0.9915 5.9590 1.48 -0.98 -2.40 0.255
C 1.8931 1.6102 3.9698 1.72 0.72 -2.91 0.413
C -1.2474 -1.4298 5.0046 1.36 -1.70 -2.73 -0.409
C 5.7755 -2.5993 3.5282 0.19 -0.62 -0.84 0.137
C -0.4672 -0.8278 -1.5375 -0.41 0.28 -0.84 1.043
S 0.9476 0.7322 5.3759 0.07 -0.49 -2.37 -0.219
H 3.8191 0.7328 0.7326 -1.15 1.23 1.85 0.312
C -6.3254 0.2312 -4.5751 -0.20 -0.13 1.07 0.098
F -5.2590 2.7456 -5.9212 0.83 0.35 -0.30 -0.260
H 6.1744 -0.4647 2.6987 0.82 -2.27 -0.72 0.212
H 4.1635 -0.5217 3.8659 -1.77 -1.91 0.02 0.339
H 2.8317 -1.6596 4.7743 1.14 0.97 -2.10 0.194
H -2.5325 -1.3262 -1.5636 0.25 0.22 -0.15 0.513
C -1.9181 -0.5245 -1.1357 -0.99 -0.54 -0.08 -0.895
C 1.0123 -1.3696 3.2250 -4.46 -1.99 0.39 -0.023
C 0.3269 -2.6530 2.4241 -1.92 1.36 2.89 -0.537
H 7.1923 -1.5483 5.0352 -2.14 -1.38 -0.01 0.279
H -7.3139 0.6978 -4.5114 0.03 -0.03 -0.19 0.245
F 0.5834 0.9111 -0.2767 0.22 -0.48 -0.15 -0.157
H -6.8139 1.5212 -6.9049 0.27 -0.20 0.24 0.335
H 3.7847 -3.6809 3.8667 0.65 2.03 -1.18 0.273
F -0.1854 2.3718 -2.1208 -0.59 0.07 0.04 -0.196
C 0.1839 -0.7567 4.5110 -0.97 -2.88 -2.48 0.415
C 0.5815 -0.4204 -0.5085 0.86 0.02 0.53 0.781
H -2.9278 -3.2323 4.6048 2.56 1.29 -0.97 0.290
C 3.3478 1.3857 1.5820 -1.01 2.23 2.26 -0.193
C 2.1313 3.2657 3.9763 1.90 -2.47 -3.55 -0.455
H 6.4545 -3.1356 5.7417 -0.77 1.88 -1.59 0.288
H 0.4282 -0.9406 0.4427 -0.17 0.00 -0.09 -0.540
F 1.8297 -0.7321 -0.9493 -0.13 -0.20 -0.24 -0.332
C -2.9901 1.9476 -6.0702 0.73 -0.50 0.55 0.205
C 3.3604 -1.3884 3.7488 1.72 -0.82 0.43 -0.396
H 6.2382 -3.6748 3.3168 -0.99 2.25 0.43 0.352
```
Forces are in eV/Å.

Gap between HOMO and LUMO (eV): 7.81
Molecular weight (g mol⁻¹): 733.6
SMILES string: CC(C)CCN1c2ccccc2Sc2ccccc21.FC(F)C(F)(F)COC(F)(F)C(F)F.FC(F)C(F)(F)COC(F)(F)C(F)F
Calculated total energy (Eh): -3245.64197
Multiplicity: 1